Formula: C43H29BO11S2
Source: OMol25
Level of theory: ωB97M-V/def2-TZVPD

Properties
charge	0
spin multiplicity	1
calculated total energy	-89933.67525	eV
lowest unoccupied orbital energy	-1.116	eV
molecular weight	796.6	g/mol
orbital gap	8.535	eV
HOMO level	-9.65	eV

Structure (XYZ):
```
86
Properties=species:S:1:pos:R:3:forces:R:3
O -1.4543 -1.6418 2.4891 0.43 -0.06 0.14
S -2.7812 -1.1820 2.8074 -0.35 -0.37 -0.44
O -3.6763 -1.3661 1.4374 0.18 0.59 0.25
S -3.2276 -0.4794 0.0660 -0.12 -0.14 0.02
O -2.7306 0.4352 2.7843 -0.19 -0.10 0.01
C -2.0288 0.9813 3.9244 0.12 0.43 0.21
B -2.1164 2.5690 3.7544 -0.26 -0.08 -0.02
O -3.3303 3.1983 3.9509 0.42 -0.02 -0.06
O -1.0336 3.3160 3.4158 -0.15 0.04 -0.22
H -2.2147 -1.2657 -0.3255 0.06 -0.11 0.02
H -2.5289 0.6933 4.8537 -0.06 -0.09 0.00
H -1.0012 0.6244 3.9662 0.03 -0.18 -0.20
H -3.8660 3.1083 3.1583 -0.38 0.10 0.04
H -0.3614 2.8004 2.9605 0.33 -0.04 0.27
C -2.2035 6.9049 3.9630 -0.01 0.07 0.03
C -2.5337 8.2398 4.1711 0.01 -0.04 -0.01
C -2.9247 9.0350 3.1068 0.01 0.01 0.12
C -2.9792 8.5004 1.8266 0.01 -0.06 -0.09
C -2.6295 7.1639 1.6163 -0.02 0.09 -0.06
C -2.2495 6.3683 2.6885 0.02 -0.03 0.07
C -2.6419 6.5722 0.2493 0.02 -0.12 -0.01
O -2.3499 5.4082 0.0661 -0.02 0.01 0.00
C -3.0217 7.4553 -0.8909 0.00 0.07 0.07
C -2.9921 6.9432 -2.1816 -0.01 -0.02 -0.12
C -3.3530 7.7437 -3.2510 -0.02 0.04 0.00
C -3.7528 9.0584 -3.0357 0.01 -0.03 -0.01
C -3.7807 9.5753 -1.7523 -0.02 0.04 -0.11
C -3.4087 8.7799 -0.6764 0.03 -0.08 0.07
C -3.4190 9.3657 0.6959 -0.03 0.10 0.03
O -3.7712 10.5110 0.8822 0.01 0.00 -0.01
H -1.9057 6.2817 4.7957 -0.01 -0.02 0.00
H -2.4873 8.6600 5.1672 -0.01 0.00 0.01
H -3.1883 10.0721 3.2603 -0.03 0.01 -0.08
H -1.9879 5.3344 2.5240 0.02 0.00 -0.06
H -2.6834 5.9191 -2.3390 0.00 -0.02 0.08
H -3.3250 7.3443 -4.2561 -0.01 0.00 -0.01
H -4.0403 9.6805 -3.8729 0.00 0.00 -0.01
H -4.0868 10.5970 -1.5753 0.02 0.00 0.08
C 4.3732 -1.5016 -3.6213 0.02 0.03 -0.01
C 5.1004 -0.3176 -3.5603 -0.02 -0.03 0.00
C 5.0437 0.4768 -2.4282 0.06 0.00 -0.10
C 4.2516 0.0952 -1.3536 -0.08 -0.05 0.06
C 3.5074 -1.0850 -1.4219 0.01 0.08 0.06
C 3.5779 -1.8850 -2.5557 0.02 -0.04 -0.09
C 2.6192 -1.4972 -0.2995 -0.04 -0.07 -0.05
O 1.9774 -2.5255 -0.3584 -0.01 -0.03 0.05
C 2.5344 -0.6068 0.8924 0.06 0.09 -0.04
C 1.6731 -0.9432 1.9283 -0.03 -0.09 0.06
C 1.5944 -0.1332 3.0469 0.04 0.07 0.04
C 2.3768 1.0132 3.1410 -0.05 -0.01 -0.01
C 3.2313 1.3580 2.1064 -0.04 0.05 0.10
C 3.3084 0.5541 0.9771 -0.02 -0.08 -0.08
C 4.2157 0.9563 -0.1371 0.07 0.09 0.00
O 4.8990 1.9542 -0.0556 -0.01 0.00 0.00
H 4.4245 -2.1240 -4.5047 0.00 0.00 -0.01
H 5.7134 -0.0156 -4.3990 0.01 -0.01 0.00
H 5.6093 1.3963 -2.3704 -0.01 0.02 0.08
H 3.0056 -2.8016 -2.5986 -0.04 0.01 0.05
H 1.0664 -1.8350 1.8609 -0.01 0.00 -0.09
H 0.9237 -0.4041 3.8503 0.01 -0.05 0.03
H 2.3202 1.6390 4.0233 0.01 -0.01 0.01
H 3.8417 2.2483 2.1669 0.03 0.00 -0.08
C 0.0347 -9.6195 -5.2132 0.00 -0.03 0.02
C 0.0270 -10.7753 -4.4394 0.00 0.03 -0.02
C 0.2980 -10.7062 -3.0842 -0.03 -0.09 -0.08
C 0.5874 -9.4814 -2.4967 0.03 0.10 0.01
C 0.6135 -8.3238 -3.2769 0.02 -0.02 0.10
C 0.3276 -8.3973 -4.6341 -0.02 -0.04 -0.11
C 0.9610 -7.0017 -2.6791 0.00 0.09 -0.05
O 0.9793 -5.9969 -3.3589 0.02 -0.01 -0.01
C 1.2929 -6.9578 -1.2272 -0.01 -0.11 -0.01
C 1.6675 -5.7482 -0.6579 0.04 0.09 0.02
C 1.9705 -5.6842 0.6905 0.01 -0.04 0.09
C 1.8929 -6.8276 1.4786 0.00 0.02 -0.04
C 1.5227 -8.0376 0.9164 0.04 0.04 0.11
C 1.2285 -8.1101 -0.4387 -0.02 0.02 -0.11
C 0.8606 -9.4267 -1.0309 -0.01 -0.08 0.07
O 0.7885 -10.4256 -0.3466 0.01 0.00 -0.01
H -0.1851 -9.6752 -6.2711 0.00 0.00 -0.01
H -0.1927 -11.7312 -4.8964 -0.01 0.00 0.00
H 0.2893 -11.5981 -2.4734 0.01 0.04 0.07
H 0.3401 -7.4940 -5.2279 0.03 0.05 0.06
H 1.7227 -4.8586 -1.2683 -0.06 -0.01 -0.04
H 2.2649 -4.7389 1.1263 -0.03 0.03 -0.02
H 2.1243 -6.7737 2.5343 0.00 0.00 0.01
H 1.4627 -8.9320 1.5208 -0.02 -0.05 -0.06
```
Positions in Å, forces in eV/Å.

Mulliken atomic charge list, values in e, 6 entries: -0.385 0.536 -0.278 -0.027 -0.118 -0.288